[1]
The following is a quantum chemistry calculation of a structure of composition C26H60I3N4, from the OMol25 dataset.

Atoms and positions in Å:
C  -3.083701  1.910884  0.674962
C  -1.731022  1.550236  0.010793
I  -2.200288  1.018827  -2.081843
C  -1.013975  0.324223  0.627035
I  -2.235447  -1.474349  0.714544
C  -0.409651  0.617693  2.050376
I  0.663792  -1.199434  2.616899
C  0.564898  1.810724  1.824607
C  1.564844  2.063585  2.971958
C  2.628918  3.116941  2.490313
C  3.546195  2.516373  1.402784
N  4.650832  3.491626  1.104566
H  -3.653915  1.040279  1.017897
H  -2.914775  2.605730  1.510213
H  -3.716649  2.422281  -0.069550
H  -1.112014  2.448891  -0.050885
H  -0.164772  0.075725  -0.053803
H  -0.071738  2.718087  1.765378
H  1.056305  1.725631  0.825519
H  2.143013  1.177642  3.269114
H  1.060428  2.432573  3.878570
H  3.286392  3.396725  3.329023
H  2.101461  3.979648  2.057061
H  3.948784  1.526668  1.673665
H  3.018921  2.354487  0.446285
H  5.436516  2.969004  0.730872
H  4.313108  4.015731  0.305031
C  1.701719  -3.153708  -0.608381
C  2.687410  -3.925457  -1.474640
N  3.794608  -3.109829  -1.945906
C  4.572517  -3.743220  -2.997693
C  5.331403  -5.028052  -2.654724
C  4.561639  -2.429643  -0.914303
C  5.203181  -3.283017  0.183215
H  1.341538  -2.259844  -1.120599
H  0.837239  -3.779413  -0.381329
H  2.141074  -2.852661  0.342119
H  2.139933  -4.299831  -2.345177
H  3.032629  -4.810848  -0.919019
H  5.279293  -3.013282  -3.404953
H  3.890251  -3.965600  -3.825576
H  6.212954  -4.828696  -2.046053
H  5.683356  -5.502278  -3.575370
H  4.704170  -5.753421  -2.135297
H  3.904921  -1.699866  -0.432236
H  5.336589  -1.821995  -1.391611
H  4.515846  -4.029125  0.584162
H  5.505870  -2.641408  1.014058
H  6.100901  -3.792342  -0.168428
C  -3.366647  5.615344  -8.123046
C  -2.597004  5.047604  -6.938257
N  -2.792545  3.621590  -6.757011
C  -2.311162  3.130608  -5.470427
C  -0.811091  3.221866  -5.188480
C  -2.480922  2.788323  -7.906303
C  -1.067583  2.870750  -8.490405
H  -4.427573  5.367855  -8.056329
H  -3.275166  6.703110  -8.136521
H  -2.982974  5.244401  -9.075598
H  -2.953716  5.559855  -6.040691
H  -1.533912  5.309884  -7.045700
H  -2.632041  2.093344  -5.341958
H  -2.835640  3.683615  -4.684674
H  -0.247841  2.475583  -5.748445
H  -0.627401  3.026377  -4.130082
H  -0.403800  4.209682  -5.412403
H  -3.190114  3.032925  -8.703690
H  -2.703068  1.747044  -7.658357
H  -0.723500  3.900221  -8.603814
H  -1.054875  2.412703  -9.482841
H  -0.344115  2.329909  -7.882213
C  -3.145884  -1.906450  4.430226
C  -3.671337  -2.264211  5.812883
N  -2.821308  -3.209265  6.517477
C  -3.446628  -3.779999  7.698670
C  -3.791899  -2.837361  8.854834
C  -1.427795  -2.815039  6.665361
C  -1.128065  -1.487949  7.366927
H  -2.969454  -2.801094  3.831388
H  -3.874334  -1.289103  3.902765
H  -2.216378  -1.336830  4.480857
H  -4.659595  -2.717604  5.685307
H  -3.824689  -1.337386  6.386430
H  -2.814651  -4.588894  8.078923
H  -4.371497  -4.272964  7.378296
H  -2.904012  -2.528490  9.405564
H  -4.442229  -3.353899  9.566901
H  -4.322511  -1.946047  8.518108
H  -0.980632  -2.775850  5.668067
H  -0.884633  -3.617643  7.173864
H  -1.765527  -0.677175  7.011912
H  -0.094043  -1.197040  7.169265
H  -1.235709  -1.565192  8.449581

Atomic forces in eV per Å
0.070 0.521 -0.476
-1.460 -1.019 0.481
0.250 0.333 0.130
1.768 0.533 0.794
-0.286 0.290 -0.422
-1.066 0.950 -0.867
0.590 0.092 0.161
-0.529 -0.879 0.622
0.898 0.949 -0.750
-0.252 -1.356 -0.037
0.078 0.618 -0.495
-0.218 -0.636 -0.088
0.411 0.102 -0.029
0.007 -0.346 -0.075
0.223 -0.009 0.387
0.128 -0.501 -0.144
-0.641 -0.280 0.008
0.223 -0.312 0.028
0.257 0.083 0.431
-0.444 0.001 -0.201
-0.058 -0.150 -0.369
-0.319 0.244 -0.299
0.316 0.070 0.321
-0.034 0.452 0.271
-0.187 -0.141 0.578
0.087 0.026 0.072
0.168 0.323 0.086
0.139 -0.099 0.007
-0.215 0.088 0.135
0.223 -0.002 -0.320
-0.121 0.014 -0.119
0.196 -0.081 -0.111
-0.176 0.252 0.221
0.197 0.015 0.061
0.043 0.014 0.026
0.009 0.024 0.028
-0.086 0.049 -0.015
0.200 -0.004 -0.120
-0.034 -0.066 0.019
0.002 0.064 0.138
-0.098 -0.005 0.095
-0.050 -0.031 0.074
-0.024 0.011 0.005
-0.013 0.045 0.025
-0.079 -0.101 -0.014
-0.019 -0.129 -0.163
-0.027 0.029 -0.025
-0.043 0.001 -0.009
-0.052 -0.090 0.010
0.042 0.009 -0.079
-0.027 0.019 -0.156
-0.119 -0.193 0.187
-0.031 0.081 0.221
0.139 -0.090 0.097
-0.140 0.082 -0.266
0.103 -0.159 -0.082
0.032 -0.064 0.011
0.025 -0.015 0.005
-0.037 0.007 0.011
0.068 -0.162 0.111
0.029 0.105 -0.005
-0.019 0.009 -0.150
-0.034 0.066 -0.097
0.038 0.061 -0.036
-0.051 -0.012 -0.037
-0.033 -0.005 -0.054
0.013 0.087 0.041
0.025 0.065 0.198
-0.026 0.003 0.029
-0.018 0.015 0.008
0.037 0.103 0.025
0.049 0.086 0.127
0.055 0.090 -0.237
-0.079 -0.309 0.270
-0.104 -0.078 -0.098
-0.026 -0.067 0.238
0.236 0.064 -0.323
0.129 0.017 0.164
0.048 0.002 0.048
0.031 0.017 0.010
-0.014 -0.010 -0.140
0.024 -0.113 0.201
-0.054 0.058 -0.006
0.121 0.078 -0.054
-0.006 0.089 -0.100
-0.003 0.085 -0.050
-0.003 0.000 -0.026
0.040 -0.003 -0.037
-0.111 0.061 -0.012
-0.190 -0.062 0.074
0.003 -0.030 -0.037
-0.030 -0.004 -0.054
-0.085 0.061 -0.003

Summary:
electronic energy = -58196.4528 eV
highest occupied orbital energy = -3.002 eV
gap between HOMO and LUMO = 5.34 eV
total charge = -1

Results of the Mulliken charge analysis, in e, for atoms 1 through 6: -1.0113, -0.3507, 0.0161, -0.8242, 0.0317, -0.2983

---

[2]
The following is a quantum chemistry calculation of a cluster of 10 separate species, C26H61BrO14S9 in total, from the OMol25 dataset.

Atoms and positions in Å:
O  -0.615554  1.655455  -0.274061
C  -0.177333  2.617818  0.211669
O  -0.977202  3.583422  0.826345
C  1.327766  2.873568  0.242884
C  1.991146  1.993412  1.352605
C  2.410273  2.799417  2.597725
C  1.289154  2.949709  3.615450
C  1.300937  3.867064  4.574325
Br  2.601838  5.168041  4.977197
C  -0.000241  3.658387  5.341821
O  -0.446048  4.491772  6.024824
O  -0.510922  2.436559  5.047085
C  0.010114  2.166115  3.753075
O  -0.568022  1.486897  3.024246
H  -1.361203  4.128537  0.123860
H  1.740922  2.622562  -0.738890
H  1.516742  3.941389  0.418349
H  2.883892  1.572736  0.920765
H  1.302634  1.171368  1.565150
H  2.640265  3.813815  2.237858
H  3.327585  2.415617  3.054952
C  -0.920373  -0.670988  -4.758684
S  0.250607  -0.051377  -3.547203
O  1.622162  -0.409384  -4.017352
C  -0.193999  -1.214298  -2.249486
H  -0.796196  -0.102104  -5.678825
H  -0.734210  -1.727713  -4.957226
H  -1.929491  -0.529983  -4.365895
H  -0.046553  -2.236505  -2.600369
H  -1.234884  -1.058005  -1.966077
H  0.446799  -1.027156  -1.389520
C  -5.879101  -0.574344  -2.069440
S  -4.145563  -0.780351  -2.492808
O  -4.050183  -0.797190  -3.983304
C  -4.014949  -2.482903  -1.932864
H  -6.188159  0.423664  -2.371348
H  -6.475829  -1.319991  -2.597907
H  -6.002113  -0.680177  -0.992700
H  -4.732781  -3.108205  -2.466522
H  -4.200300  -2.527336  -0.859152
H  -3.004587  -2.836603  -2.138601
C  6.885768  3.206398  -1.249359
S  5.130101  3.616189  -1.237912
O  4.503701  2.842322  -0.126608
C  4.728622  2.765715  -2.767637
H  7.337147  3.613314  -0.345666
H  7.014463  2.122960  -1.265680
H  7.356180  3.655475  -2.124429
H  4.996437  1.711491  -2.685105
H  5.268721  3.231186  -3.592185
H  3.658453  2.859450  -2.936954
C  6.271807  0.047188  2.696756
S  5.029382  -0.553718  1.539956
O  3.732168  0.068918  1.924984
C  4.999490  -2.245816  2.139423
H  6.416318  1.112234  2.519349
H  5.929787  -0.110054  3.720692
H  7.210544  -0.480698  2.526530
H  4.735871  -2.254684  3.197092
H  5.980178  -2.702486  1.990105
H  4.255637  -2.793594  1.575455
C  0.608059  -3.389579  3.952452
S  2.370184  -3.601236  3.664229
O  2.551022  -3.690739  2.193391
C  2.465966  -5.280444  4.306508
H  0.318368  -2.407628  3.581737
H  0.052690  -4.160645  3.418125
H  0.405686  -3.449094  5.022421
H  1.786362  -5.927122  3.750946
H  2.206127  -5.279279  5.365523
H  3.488078  -5.634783  4.184188
C  1.451114  6.920097  -1.055018
S  1.938718  6.401774  -2.708715
O  2.958071  5.330854  -2.551098
C  2.816326  7.916351  -3.126684
H  0.914545  6.097762  -0.584297
H  2.337193  7.161148  -0.466820
H  0.795764  7.788795  -1.125762
H  3.613310  8.092891  -2.403653
H  2.116083  8.752066  -3.129835
H  3.244817  7.798306  -4.120260
C  -2.087734  -6.030415  -3.886678
S  -0.994829  -5.940698  -2.459809
O  -1.378132  -4.727217  -1.684733
C  0.493333  -5.535312  -3.386589
H  -3.096068  -6.238091  -3.531518
H  -2.076904  -5.079242  -4.420523
H  -1.760726  -6.836641  -4.543715
H  0.337912  -4.616144  -3.952646
H  0.735864  -6.357713  -4.060091
H  1.307852  -5.393358  -2.678419
C  -5.814201  3.770654  1.249437
S  -4.495926  2.736882  0.588845
O  -5.113876  1.447242  0.174422
C  -3.671871  2.450582  2.160078
H  -6.481780  4.037180  0.431707
H  -6.369549  3.220374  2.009510
H  -5.383996  4.676549  1.677382
H  -4.367164  1.985180  2.860147
H  -3.310242  3.398649  2.558307
H  -2.827084  1.786891  1.985658
C  -7.143568  -5.165523  0.059750
S  -5.807238  -6.171444  -0.606651
O  -6.398055  -7.469957  -1.023922
C  -4.977927  -6.435762  0.968393
H  -7.818133  -4.911433  -0.755950
H  -7.685536  -5.728566  0.820151
H  -6.730865  -4.251480  0.488417
H  -5.662005  -6.915334  1.669340
H  -4.638997  -5.478265  1.364968
H  -4.118850  -7.081586  0.796592

Atomic forces in eV per Å
-1.690 -2.209 -1.026
2.209 1.869 0.497
0.080 0.334 -0.129
-0.480 0.420 0.661
-0.061 0.523 -0.704
-1.376 -0.026 -0.811
1.746 0.295 -0.619
-1.056 -0.958 0.365
-0.757 -0.551 -0.202
2.684 0.608 -0.570
-1.767 0.937 1.871
-0.400 0.528 -0.602
1.877 1.515 1.950
-1.345 -2.015 -1.927
-0.179 -0.184 0.168
-0.168 -0.102 0.203
0.055 -0.245 -0.025
-0.103 0.049 -0.003
0.379 0.034 0.191
0.153 -0.190 0.285
-0.329 -0.207 0.074
-0.017 0.009 0.043
-0.011 0.011 -0.014
-0.035 -0.075 0.031
0.061 -0.103 0.030
0.043 0.046 0.058
0.073 0.004 0.069
0.002 -0.017 -0.150
-0.007 0.026 -0.045
0.032 0.089 0.015
-0.010 0.086 -0.036
-0.185 -0.096 -0.058
-0.084 0.071 0.260
-0.130 -0.121 -0.004
0.026 -0.149 -0.085
0.096 0.019 0.054
0.112 -0.026 -0.077
0.088 0.122 0.004
-0.023 0.069 -0.040
0.043 0.066 0.003
-0.003 -0.001 0.053
0.070 -0.215 0.042
0.064 0.230 -0.130
0.158 -0.066 0.028
-0.022 -0.180 -0.028
-0.075 0.034 0.000
-0.046 0.003 0.000
-0.041 0.026 0.004
0.014 0.022 0.083
-0.027 0.066 0.034
0.023 0.101 0.058
0.031 0.093 0.110
0.104 -0.112 -0.076
0.470 -0.527 0.423
0.490 0.129 -0.084
-0.065 -0.023 -0.070
-0.056 -0.031 -0.033
-0.022 -0.010 -0.036
0.002 0.090 -0.004
0.039 0.104 -0.011
-0.047 0.089 -0.035
-0.120 0.030 0.076
-0.266 -0.075 0.082
-0.332 -0.339 -0.008
-0.035 -0.109 0.054
0.097 -0.002 -0.025
0.088 -0.011 -0.047
0.036 0.022 0.001
-0.002 0.068 -0.048
0.020 0.032 -0.003
0.003 0.078 -0.026
0.032 0.062 0.108
-0.116 0.001 -0.038
-0.045 0.104 -0.004
0.096 0.094 0.037
0.026 -0.033 -0.069
0.030 -0.045 -0.046
-0.007 -0.021 -0.040
-0.019 -0.069 0.020
-0.027 -0.036 -0.013
-0.050 -0.075 0.009
-0.063 0.063 -0.085
0.016 -0.056 -0.011
-0.027 0.024 -0.121
0.056 0.078 -0.053
0.046 -0.007 0.071
0.035 0.022 0.057
0.013 -0.014 0.041
-0.046 0.001 0.033
-0.030 -0.020 0.031
-0.068 -0.008 0.049
-0.125 0.003 0.053
0.203 0.049 0.093
-0.122 -0.001 0.047
-0.029 -0.116 0.092
0.057 -0.039 -0.034
0.042 -0.046 -0.018
0.035 -0.017 -0.022
-0.076 0.014 -0.080
0.038 -0.004 -0.059
-0.022 0.079 -0.096
-0.081 0.053 0.082
0.038 0.051 -0.048
0.006 0.046 0.097
0.011 -0.027 0.136
0.063 -0.044 -0.039
0.039 -0.055 -0.029
0.026 -0.008 -0.033
-0.045 -0.010 -0.068
0.017 0.005 -0.058
-0.022 0.026 -0.084

Summary:
electronic energy = -224168.4055 eV
highest occupied orbital energy = -7.958 eV
gap between HOMO and LUMO = 7.86 eV

Results of the Mulliken charge analysis, in e, for atoms 1 through 6: -0.4122, -0.1263, -0.4249, 0.4236, -0.7026, -0.9719

---

What is the highest occupied orbital energy in the first record? -3.002 eV